[1]
118
Properties=species:S:1:pos:R:3:lowdin_charge:R:1 method="wB97M-V/def2-TZVPD" smiles="CCOS(C)(=O)=O.CCOS(C)(=O)=O.CCOS(C)(=O)=O.CCOS(C)(=O)=O.CCOS(C)(=O)=O.CCOS(C)(=O)=O.C[N+](=O)[O-].C[N+](=O)[O-].C[N+](=O)[O-].C[N+](=O)[O-]" total_energy_ha=-5437.96837 homo_ev=-10.57 homo_lumo_gap_ev=9.240 de_lowest_kj_mol=44.9 e_lumo_ha=-0.04901
C 11.996 -3.310 24.298 0.0333
N 12.589 -3.542 25.599 -0.4300
O 13.639 -2.980 25.906 0.0463
O 12.016 -4.324 26.369 0.0582
H 11.504 -2.337 24.290 0.0926
H 11.314 -4.159 24.263 0.0824
H 12.811 -3.482 23.595 0.1139
C 9.365 -0.404 23.904 0.0300
N 8.332 -0.421 24.964 -0.4253
O 8.656 -0.920 26.006 0.0818
O 7.212 -0.027 24.629 0.0563
H 10.244 -0.047 24.441 0.0751
H 9.203 0.364 23.148 0.0893
H 9.542 -1.378 23.447 0.0833
C 8.600 -5.644 21.361 0.0542
N 9.373 -4.461 21.876 -0.3445
O 8.674 -3.846 22.731 0.0022
O 10.622 -4.337 21.675 0.0466
H 9.411 -6.224 20.919 0.0902
H 7.956 -5.309 20.548 0.1030
H 8.228 -6.269 22.173 0.1055
C 9.752 2.739 25.465 0.0393
N 10.157 3.930 26.291 -0.4010
O 11.046 3.781 27.119 0.0600
O 9.386 4.914 26.358 0.0411
H 10.502 1.974 25.669 0.0665
H 9.625 3.134 24.458 0.1038
H 8.828 2.247 25.769 0.0919
O 4.067 -4.786 25.720 -0.2838
S 4.866 -3.868 26.460 0.6637
O 4.256 -3.182 27.595 -0.2791
O 6.248 -4.728 26.950 -0.2578
C 7.007 -5.402 25.958 -0.3092
C 8.251 -4.640 25.784 -0.0868
C 5.543 -2.636 25.317 -0.1106
H 6.588 -5.713 25.001 0.1278
H 7.159 -6.286 26.578 0.1273
H 8.622 -4.261 26.736 0.0966
H 7.884 -3.728 25.312 0.0384
H 9.042 -5.062 25.164 0.0754
H 4.785 -1.858 25.413 0.0730
H 5.665 -2.943 24.278 0.0668
H 6.451 -2.286 25.808 0.0350
O 3.351 -5.186 21.732 -0.2884
S 3.422 -3.735 21.443 0.6998
O 2.485 -2.819 22.133 -0.3137
O 4.957 -3.184 21.522 -0.2927
C 5.179 -1.803 21.293 -0.2818
C 6.621 -1.488 20.799 -0.0449
C 3.229 -3.476 19.606 -0.1031
H 5.031 -1.373 22.283 0.1021
H 4.466 -1.306 20.635 0.1114
H 6.870 -1.990 19.865 0.0690
H 7.376 -1.931 21.448 0.0506
H 6.846 -0.429 20.667 0.0724
H 4.222 -3.503 19.157 0.0618
H 2.818 -2.500 19.348 0.0588
H 2.517 -4.176 19.170 0.0676
O 1.548 1.467 25.989 -0.2833
S 1.569 1.689 24.549 0.7152
O 0.857 2.849 23.944 -0.3173
O 3.211 1.731 24.120 -0.2556
C 3.453 2.229 22.831 -0.3426
C 4.940 2.039 22.542 -0.0528
C 1.137 0.224 23.616 -0.1080
H 3.282 3.302 22.746 0.1125
H 2.872 1.911 21.965 0.1163
H 5.458 2.093 23.499 0.0772
H 5.299 2.733 21.782 0.0835
H 5.075 1.023 22.171 0.0476
H 1.030 -0.563 24.363 0.0791
H 1.856 0.023 22.822 0.0530
H 0.235 0.494 23.066 0.0722
O 5.212 0.489 33.072 -0.2599
S 6.213 1.286 32.512 0.6308
O 7.589 1.374 33.025 -0.3002
O 6.321 0.885 30.932 -0.2696
C 7.566 0.433 30.377 -0.2632
C 7.497 0.184 28.902 -0.0729
C 5.367 2.884 32.265 -0.1169
H 7.762 -0.489 30.925 0.1220
H 8.359 1.098 30.718 0.1120
H 7.207 -0.817 28.584 0.0725
H 8.485 0.139 28.444 0.0598
H 6.943 0.873 28.265 0.0830
H 4.758 3.221 33.104 0.0666
H 4.734 2.920 31.379 0.0678
H 6.109 3.657 32.066 0.0607
O 14.984 -1.687 22.091 -0.2991
S 16.005 -0.773 22.499 0.6803
O 16.968 -0.191 21.533 -0.3025
O 15.228 0.465 23.325 -0.2889
C 14.134 0.127 24.210 -0.2709
C 13.154 1.313 24.300 -0.0443
C 16.894 -1.505 24.005 -0.0721
H 14.622 0.012 25.178 0.1160
H 13.633 -0.811 23.968 0.0890
H 13.792 2.121 24.659 0.0878
H 12.503 1.042 25.131 0.0633
H 12.619 1.567 23.386 0.0544
H 17.620 -0.838 24.471 0.0719
H 17.358 -2.350 23.496 0.0600
H 16.120 -1.798 24.714 0.0471
O 9.528 -0.032 20.567 -0.3282
S 10.947 -0.359 20.392 0.6401
O 11.563 -1.319 21.266 -0.2859
O 11.272 -0.628 18.812 -0.2444
C 10.050 -0.820 18.014 -0.2250
C 9.587 0.559 17.465 -0.0732
C 11.916 1.201 20.652 -0.0844
H 9.295 -1.411 18.531 0.1022
H 10.272 -1.326 17.074 0.1175
H 9.239 1.266 18.217 0.0660
H 8.828 0.502 16.685 0.0768
H 10.409 1.072 16.965 0.0781
H 12.946 0.850 20.718 0.0668
H 11.519 1.818 21.458 0.0559
H 11.895 1.836 19.766 0.0639


[2]
98
Properties=species:S:1:pos:R:3:lowdin_charge:R:1 method="wB97M-V/def2-TZVPD" smiles=COC[C@H](C)N.COC[C@H](C)N.COCCNCCOC.OCCO.OCCO.OCCO.OCCO total_energy_ha=-1941.76508 homo_ev=-8.97 homo_lumo_gap_ev=9.272 de_lowest_kj_mol=7.8 e_lumo_ha=0.01109
C -2.641 0.168 -8.927 -0.0929
O -3.875 0.706 -9.356 -0.1940
C -4.966 -0.188 -9.327 -0.2264
C -5.354 -0.738 -7.960 -0.2272
N -5.223 0.186 -6.834 -0.0482
C -4.354 -0.343 -5.777 -0.2224
C -3.927 0.739 -4.816 -0.2010
O -2.639 0.334 -4.330 -0.1901
C -2.157 1.189 -3.323 -0.1317
H -2.647 -0.081 -7.853 0.0640
H -1.952 1.013 -8.915 0.0966
H -2.434 -0.766 -9.454 0.0977
H -4.874 -1.009 -10.046 0.1211
H -5.821 0.373 -9.710 0.1206
H -4.819 -1.682 -7.772 0.1098
H -6.359 -1.169 -8.064 0.1123
H -4.796 1.019 -7.229 0.0946
H -3.477 -0.835 -6.214 0.0960
H -4.847 -1.186 -5.281 0.1243
H -4.639 0.948 -4.015 0.1274
H -3.758 1.672 -5.372 0.1239
H -2.096 2.252 -3.595 0.0878
H -1.135 0.865 -3.130 0.0695
H -2.753 1.181 -2.405 0.0929
C 3.771 -2.890 -1.898 -0.2431
C 2.738 -3.587 -1.006 -0.1880
O 1.404 -3.286 -1.495 -0.1093
O 3.826 -3.573 -3.135 -0.0537
H 4.739 -2.992 -1.396 0.1205
H 3.599 -1.815 -1.959 0.1164
H 2.678 -3.262 0.031 0.1206
H 2.923 -4.657 -1.131 0.1232
H 1.457 -3.414 -2.451 0.0899
H 3.421 -3.059 -3.838 0.0880
C -0.774 -4.227 1.408 -0.2390
C -0.089 -4.737 2.634 -0.2520
O 1.235 -4.239 2.893 -0.0725
O -0.146 -4.828 0.268 -0.0741
H -0.858 -3.145 1.279 0.1130
H -1.827 -4.529 1.507 0.1152
H 0.015 -5.828 2.620 0.1216
H -0.719 -4.594 3.523 0.1167
H 1.816 -4.880 2.477 0.0734
H 0.179 -4.104 -0.292 0.0374
C -3.886 1.491 4.141 -0.2445
C -2.574 1.473 3.388 -0.2762
O -2.670 2.229 2.201 -0.0692
O -3.766 0.793 5.380 -0.0668
H -4.647 0.980 3.537 0.1191
H -4.251 2.516 4.253 0.1232
H -2.224 0.451 3.192 0.1127
H -1.753 1.886 3.990 0.1169
H -1.814 2.217 1.755 0.0436
H -4.371 1.244 5.975 0.0801
C 1.024 -0.223 -0.088 -0.2522
C 0.281 0.290 1.118 -0.2304
O -0.071 1.666 1.027 -0.0664
O 2.394 0.101 -0.100 -0.0448
H 0.429 0.070 -0.966 0.1199
H 0.872 -1.306 -0.132 0.0974
H 0.808 0.086 2.062 0.1230
H -0.573 -0.389 1.248 0.1163
H 0.766 2.111 0.827 0.0736
H 2.483 1.023 -0.373 0.0446
C 1.684 -0.082 9.508 -0.0572
C 2.185 -0.725 8.233 -0.4580
C 2.219 0.280 7.080 -0.2258
O 0.953 0.709 6.646 -0.1673
C 0.384 -0.159 5.695 -0.1045
N 3.486 -1.373 8.381 0.0340
H 2.141 0.907 9.566 0.0814
H 1.846 -0.667 10.413 0.0733
H 0.600 -0.009 9.404 0.0808
H 1.424 -1.469 7.950 0.1261
H 2.812 -0.190 6.284 0.1172
H 2.782 1.171 7.369 0.1260
H 0.092 -1.147 6.070 0.0871
H 1.059 -0.285 4.843 0.0836
H -0.563 0.273 5.368 0.0712
H 3.542 -2.187 7.778 0.0712
H 3.659 -1.741 9.307 0.0619
C 3.790 3.810 1.109 -0.0490
C 4.197 3.422 -0.325 -0.4323
C 3.090 3.741 -1.335 -0.2034
O 2.001 2.872 -1.111 -0.2215
C 1.053 2.931 -2.164 -0.0812
N 5.405 4.093 -0.742 0.0339
H 2.943 3.211 1.453 0.0651
H 3.438 4.845 1.097 0.0800
H 4.640 3.711 1.779 0.0752
H 4.357 2.342 -0.325 0.1363
H 3.583 3.545 -2.294 0.1274
H 2.805 4.795 -1.294 0.1334
H 1.481 2.555 -3.097 0.0981
H 0.699 3.943 -2.364 0.0972
H 0.237 2.277 -1.874 0.0624
H 6.252 3.807 -0.283 0.0726
H 5.422 5.087 -0.894 0.0755


[3]
95
Properties=species:S:1:pos:R:3:lowdin_spin:R:1 method="wB97M-V/def2-TZVPD" total_energy_ha=-3514.74055 homo_ev="-9.07 / -11.68" homo_lumo_gap_ev="4.641 / 8.649" de_lowest_kj_mol=2.2 e_lumo_ha="-0.16287 / -0.11141" multiplicity=7 charge=+1
V -11.015 0.147 1.409 3.6350
V -8.489 -0.106 3.871 2.2073
O -10.990 -2.753 4.145 0.0183
H -11.421 -2.269 3.437 0.0267
H -11.554 -2.912 4.905 0.0006
H -10.109 -2.439 4.361 0.0009
C -10.608 0.965 6.081 0.0018
C -11.509 0.599 4.823 0.0047
C -12.789 1.374 4.756 0.0003
O -10.676 0.509 3.680 0.0352
H -9.567 0.645 6.127 0.0015
H -10.871 0.606 7.076 0.0001
H -10.601 2.053 6.151 0.0001
H -11.858 -0.423 4.966 0.0018
H -13.248 1.380 5.745 -0.0001
H -13.438 0.962 3.984 0.0011
H -12.615 2.449 4.720 0.0001
C -6.615 4.001 4.403 -0.0076
C -6.881 2.667 5.162 -0.0079
C -7.338 2.892 6.611 -0.0004
O -7.836 1.960 4.376 -0.1363
H -6.263 3.940 3.373 0.0000
H -5.723 4.428 4.862 -0.0011
H -7.514 4.615 4.457 0.0002
H -6.053 1.976 5.320 -0.0037
H -6.737 3.701 7.027 -0.0001
H -7.157 2.000 7.211 0.0000
H -8.399 3.078 6.776 0.0001
C -7.801 -1.355 7.166 0.0023
C -7.986 -2.502 6.174 0.0005
C -8.794 -3.578 6.860 -0.0013
O -8.546 -2.027 4.934 0.0081
H -7.618 -0.426 6.625 0.0021
H -7.002 -1.546 7.882 0.0000
H -8.672 -1.234 7.809 0.0001
H -6.960 -2.859 6.090 0.0009
H -9.686 -3.279 7.411 0.0000
H -8.194 -4.104 7.602 -0.0003
H -9.153 -4.363 6.195 0.0001
C -9.474 -3.428 1.310 0.0125
C -8.528 -2.294 1.344 0.0067
C -7.930 -2.143 -0.054 0.0028
O -9.010 -1.029 1.813 0.0442
H -8.987 -4.366 1.045 0.0006
H -10.345 -3.205 0.694 0.0124
H -9.870 -3.742 2.276 0.0007
H -7.658 -2.589 1.931 -0.0002
H -7.322 -2.950 -0.462 0.0000
H -7.352 -1.228 -0.188 0.0003
H -8.795 -2.071 -0.714 0.0019
C -14.110 1.669 9.674 0.0000
C -12.617 1.546 9.817 0.0000
O -12.283 1.067 11.117 0.0000
H -14.650 2.226 10.440 0.0000
H -14.395 0.649 9.932 0.0000
H -14.462 1.951 8.682 0.0000
H -12.127 2.513 9.702 0.0000
H -12.193 0.950 9.008 0.0000
H -12.546 0.146 11.188 0.0000
C -14.660 4.674 6.562 0.0000
C -13.886 5.981 6.993 0.0000
O -13.194 6.483 5.873 0.0000
H -14.875 4.141 7.488 0.0000
H -14.064 3.913 6.058 0.0000
H -15.526 4.898 5.940 0.0000
H -13.124 5.696 7.718 0.0000
H -14.641 6.701 7.307 0.0000
H -12.484 6.963 6.305 0.0000
C -13.547 -2.044 7.874 0.0000
C -12.307 -2.563 7.207 0.0002
O -12.703 -3.323 6.040 0.0008
H -13.185 -1.456 8.717 0.0000
H -14.028 -2.870 8.398 0.0000
H -14.288 -1.465 7.322 0.0000
H -11.760 -3.119 7.969 0.0000
H -11.587 -1.866 6.779 0.0002
H -13.086 -4.141 6.364 0.0000
C -16.373 0.029 5.704 0.0000
C -17.762 -0.531 5.569 0.0000
O -18.218 -0.132 4.318 0.0001
H -15.959 -0.284 6.662 0.0000
H -16.294 1.102 5.532 0.0000
H -15.645 -0.464 5.059 0.0001
H -18.468 0.040 6.172 0.0000
H -17.814 -1.611 5.709 0.0000
H -18.913 -0.766 4.129 0.0000
C -13.673 3.243 0.468 0.0030
C -13.105 2.488 1.698 0.0190
O -13.059 1.097 1.438 0.0849
H -13.012 3.137 -0.392 0.0015
H -13.755 4.319 0.616 0.0002
H -14.645 2.894 0.121 0.0003
H -13.829 2.774 2.462 0.0007
H -12.122 2.847 2.003 0.0082
H -13.934 0.734 1.283 0.0078